Molecular formula: C4H8N
Method: DFT, ωB97M-V with the def2-TZVPD basis set

Computed properties:
- energy relative to the best compared isomer or geometry (same formula, charge and spin) (eV) = 3.238
- net charge = +1
- LUMO (eV) = -6.759

Positions of all 13 atoms, in Å:
C (0.24934, 0.00802, -0.06620)
C (0.27134, -1.60747, -0.14423)
C (0.45912, -1.17665, -1.45883)
C (-0.77464, 1.84183, 1.00309)
N (-0.82280, 0.58000, 0.42263)
H (1.17463, 0.49669, -0.01007)
H (1.05051, -2.21516, 0.41017)
H (-0.67350, -1.88841, 0.11302)
H (-0.37411, -1.32815, -2.09433)
H (1.52318, -0.90079, -1.79460)
H (-0.89483, 1.67206, 2.10348)
H (-1.52473, 2.34405, 0.56271)
H (0.33646, 2.17397, 0.95315)

Atom charges from the natural (NBO) analysis, given in e for atoms 1 to 4: C -0.004; C -0.371; C -0.087; C -0.453